# 1
Molecular formula: C22H31AuBGeN3O2S
Method: DFT, ωB97M-V/def2-TZVPD

Each line ends with the Löwdin charge.
Element x y z (Å)
1 Au 0.14733 -0.24019 0.47893  0.942
2 N -0.27178 1.42472 4.55986  0.089
3 C -0.30590 0.39373 5.44184  -0.284
4 C -0.08927 0.59798 6.81771  -0.065
5 C -0.15305 -0.45356 7.71761  -0.158
6 C -0.42126 -1.74807 7.27984  -0.160
7 C -0.64801 -1.95774 5.91971  -0.150
8 C -0.62356 -0.91605 5.00811  -0.499
9 S -1.12178 -1.09980 3.34012  0.834
10 N -0.16292 0.06291 2.57560  -0.520
11 C -0.21050 1.34389 3.13567  -0.418
12 C 0.05568 2.46568 2.41489  -0.274
13 C 0.25151 3.80525 2.96714  -0.091
14 C 0.42307 4.86243 2.13074  -0.185
15 C 0.45710 4.68027 0.72217  -0.169
16 C 0.41352 3.36053 0.27628  -0.224
17 N 0.25844 2.29632 1.03593  0.017
18 H -0.14591 2.34040 4.95067  0.100
19 H 0.12342 1.60395 7.16840  0.092
20 H 0.02048 -0.26003 8.77119  0.078
21 H -0.44686 -2.57676 7.97723  0.071
22 H -0.87385 -2.95376 5.55145  0.088
23 H 0.27871 3.98106 4.03879  0.062
24 H 0.55919 5.85496 2.55499  0.073
25 H 0.58657 5.50395 0.03241  0.044
26 H 0.53760 3.14244 -0.78375  0.082
27 C -0.29439 -0.36697 -4.57495  -0.019
28 C 1.05448 -0.45110 -3.86037  -0.500
29 C 2.06562 -1.17758 -4.73868  -0.026
30 O 0.88430 -1.21001 -2.67686  -0.039
31 B 0.56435 -0.28032 -1.59903  -0.959
32 O 1.03681 1.00917 -2.01282  0.011
33 C 1.54657 0.94517 -3.33214  -0.497
34 C 3.07044 1.03224 -3.23887  -0.027
35 C 1.00918 2.14995 -4.09470  -0.023
36 H -0.62057 -1.37576 -4.83242  0.079
37 H -0.23221 0.22506 -5.49141  0.077
38 H -1.03871 0.05171 -3.89722  0.087
39 H 1.63644 -2.12875 -5.05998  0.079
40 H 2.98165 -1.38682 -4.18992  0.076
41 H 2.30969 -0.58906 -5.63031  0.081
42 H 3.46597 0.17191 -2.69846  0.090
43 H 3.32426 1.93106 -2.67466  0.087
44 H 3.54386 1.08570 -4.22443  0.076
45 H -0.07601 2.19075 -4.02870  0.084
46 H 1.30396 2.11809 -5.14881  0.080
47 H 1.41208 3.06145 -3.64886  0.083
48 C -0.49750 -3.74862 -2.30632  -0.229
49 Ge -1.53691 -2.41441 -1.28407  0.749
50 C -1.91764 -3.41612 0.36900  -0.257
51 C -3.26403 -2.38606 -2.27024  -0.240
52 C -0.92777 -0.58163 -1.23847  -0.311
53 H -1.01432 -4.71336 -2.25338  0.003
54 H 0.51034 -3.84778 -1.90563  0.014
55 H -0.40966 -3.45488 -3.35081  -0.005
56 H -2.22918 -4.43453 0.11905  -0.001
57 H -2.70718 -2.93753 0.95164  0.000
58 H -1.02521 -3.45523 0.99443  -0.005
59 H -3.58844 -3.40072 -2.51974  -0.003
60 H -3.15038 -1.81571 -3.19506  -0.004
61 H -4.04633 -1.91416 -1.66990  0.001
62 H -1.78146 0.00030 -0.87044  0.014

## Properties
LUMO: 4.601 eV
frontier orbital gap: 0.1288 Eh
multiplicity: 1
energy above the lowest of the compared OMol25 structures with the same formula, charge and spin: 154.9 kJ/mol
charge: -2

# 2
Molecular formula: CHNO2PS
Method: DFT, ωB97M-V/def2-TZVPD

Each line ends with the Löwdin charge.
Element x y z (Å)
1 C -0.04666 -0.77986 1.28619  -0.386
2 N -0.18473 -1.18023 2.36343  0.056
3 O 0.82598 -1.50733 -1.09322  -0.429
4 O 0.97354 1.94027 -0.15603  -0.401
5 P -0.02881 -0.47026 -0.51197  0.210
6 S -1.91978 -0.14087 -1.03580  0.106
7 H 0.38046 2.13827 -0.85260  -0.155

## Properties
LUMO (spin up / spin down): 2.706 / 2.706 eV
frontier orbital gap (spin up / spin down): 0.2955 / 0.2954 Eh
multiplicity: 1
energy above the lowest of the compared OMol25 structures with the same formula, charge and spin: 290.3 kJ/mol
charge: -1

# 3
Molecular formula: C4H12NO2
Method: DFT, ωB97M-V/def2-TZVPD

Each line ends with the Löwdin charge.
Element x y z (Å)
1 C 0.42751 -0.49569 0.31708  -0.304
2 N 0.90774 0.75923 -0.25495  -0.091
3 C -0.05993 1.88219 0.09284  -0.510
4 O -1.15411 1.89310 -0.69871  -0.322
5 C 1.22373 -1.70369 -0.20600  -0.262
6 C 0.85348 -2.99305 0.54896  -0.127
7 H -0.62771 -0.60136 0.05574  0.112
8 H 0.68480 -0.44158 1.37477  0.105
9 H 0.76791 0.73246 -1.26000  0.077
10 H 0.58426 2.78347 0.00539  0.078
11 H -0.31154 1.74275 1.16778  0.086
12 H 0.96494 -1.82590 -1.26080  0.094
13 H 2.28363 -1.48846 -0.14993  0.089
14 H 0.13246 -2.81950 1.33866  0.057
15 H 1.72426 -3.39572 1.05183  0.050
16 H 0.47752 -3.77570 -0.11276  0.057
17 H -3.44514 3.03389 -1.21233  0.005
18 H -2.30518 3.07818 -0.28580  -0.008
19 O -3.12862 3.63537 -0.51177  -0.184

## Properties
LUMO: 3.709 eV
frontier orbital gap: 0.2547 Eh
multiplicity: 1
energy above the lowest of the compared OMol25 structures with the same formula, charge and spin: 40.0 kJ/mol
charge: -1

# 4
Molecular formula: C12H40N8O8
Method: DFT, ωB97M-V/def2-TZVPD

Each line ends with the Löwdin charge.
Element x y z (Å)
1 N 2.29500 22.23900 23.10900  0.147
2 C 1.19700 22.92600 23.41800  -0.580
3 N 0.95300 23.98800 22.79700  0.175
4 O 0.22000 22.39300 24.28400  -0.151
5 H 2.68500 21.54300 23.77600  0.069
6 H 2.96900 22.60700 22.39800  0.085
7 H 0.05200 24.36400 23.22100  0.173
8 H 1.46200 24.59100 22.10200  0.104
9 N 1.21900 23.35500 20.13700  0.145
10 C 1.73500 24.44300 19.71800  -0.661
11 N 1.73700 24.61700 18.41300  0.163
12 O 2.01900 25.46700 20.55800  -0.067
13 H 1.30500 23.18100 21.13800  0.069
14 H 0.85700 22.55300 19.60000  0.159
15 H 2.02900 25.55100 18.03600  0.166
16 H 1.50400 23.97400 17.72300  0.100
17 N -1.13600 24.95800 20.13200  0.170
18 C -1.60000 25.82700 19.27900  -0.608
19 N -0.98000 25.77700 18.16600  0.152
20 O -2.79300 26.57900 19.46400  -0.168
21 H -1.58700 24.95100 21.03600  0.095
22 H -0.30400 24.29200 20.05500  0.078
23 H -1.28200 26.38900 17.36900  0.155
24 H -0.05700 25.42400 18.19100  0.037
25 N -1.77300 20.41200 24.48000  0.162
26 C -3.05100 20.69500 24.44400  -0.691
27 N -3.69400 19.81800 23.76200  0.135
28 O -3.67900 21.75100 25.00100  -0.093
29 H -1.27400 21.28100 24.67500  0.072
30 H -1.36800 19.78800 23.77900  0.104
31 H -4.75000 19.93100 23.73600  0.157
32 H -3.20900 19.29200 23.01100  0.126
33 C -1.84600 21.87900 21.24000  -0.082
34 C -2.98500 22.74100 21.68300  -0.331
35 O -2.57500 23.62900 22.68100  -0.048
36 H -1.52100 21.28000 22.05300  0.023
37 H -1.01600 22.52700 20.90100  0.045
38 H -2.05400 21.12600 20.46600  0.089
39 H -3.84300 22.19200 22.02400  0.102
40 H -3.37600 23.22500 20.77900  0.112
41 H -3.13600 23.50400 23.42200  0.057
42 C 1.64600 19.83800 25.84100  -0.078
43 C 2.89500 19.32900 25.22600  -0.327
44 O 3.40100 20.20200 24.24400  -0.114
45 H 1.95300 20.76500 26.38200  0.103
46 H 1.27700 19.10700 26.54400  0.080
47 H 0.89400 20.11100 25.06700  0.057
48 H 2.70200 18.40000 24.66300  0.115
49 H 3.61700 19.09800 25.99200  0.109
50 H 3.82900 19.67700 23.53100  0.119
51 C 1.26600 18.06100 20.59700  -0.083
52 C 1.07200 19.28800 21.48600  -0.304
53 O 1.90400 20.37900 21.08700  -0.095
54 H 0.59700 17.19500 20.68400  0.076
55 H 2.15300 17.47400 20.80300  0.061
56 H 1.31200 18.44600 19.55500  0.084
57 H 1.24800 18.95300 22.52500  0.107
58 H 0.07100 19.67100 21.40800  0.080
59 H 1.89900 20.99100 21.82400  0.002
60 C 5.56800 23.21500 22.76300  -0.067
61 C 5.22600 22.30000 21.59900  -0.362
62 O 4.14700 22.83000 20.97900  -0.098
63 H 4.79800 23.37500 23.53600  0.078
64 H 5.92900 24.13500 22.31700  0.074
65 H 6.40700 22.63800 23.27800  0.102
66 H 4.88700 21.38600 22.06700  0.086
67 H 6.04800 22.01900 20.91800  0.134
68 H 4.13700 22.69100 20.02100  0.116

## Properties
LUMO: -0.174 eV
SMILES: NC(N)=O.NC(N)=O.NC(N)=O.NC(N)=O.CCO.CCO.CCO.CCO
frontier orbital gap: 0.3052 Eh
multiplicity: 1
energy above the lowest of the compared OMol25 structures with the same formula, charge and spin: 558.8 kJ/mol

# 5
Molecular formula: C27H22N11P2SZr
Method: DFT, ωB97M-V/def2-TZVPD

Each line ends with the Löwdin charge.
Element x y z (Å)
1 Zr -0.32674 -0.45095 0.34058  1.495
2 N 2.88313 -1.68201 0.80874  0.175
3 C 2.45185 -0.38276 0.72463  -0.425
4 N 2.87676 0.56680 -0.11016  0.114
5 N 2.00084 1.54756 -0.00502  -0.005
6 N 1.08990 1.26756 0.88339  -0.157
7 N 1.37711 0.04204 1.42785  -0.113
8 C 1.89818 -2.63951 0.60126  -0.409
9 N 2.03161 -3.93989 0.55573  0.083
10 N 0.80168 -4.41404 0.28628  -0.022
11 N -0.05139 -3.46736 0.17985  -0.032
12 N 0.60391 -2.29240 0.37196  -0.179
13 H 3.80813 -1.89682 0.46626  0.164
14 N -3.04906 1.35951 1.14675  -0.388
15 P -1.80796 1.02724 2.33655  0.974
16 C -2.71376 1.31816 3.89420  -0.363
17 C -3.99136 1.85792 3.96213  -0.088
18 C -4.58999 2.04682 5.19991  -0.066
19 C -3.91963 1.70624 6.36357  -0.062
20 C -2.63715 1.17665 6.29644  -0.061
21 C -2.03201 0.99133 5.06675  -0.098
22 C -1.95169 -0.83773 2.36567  -0.468
23 C -0.85683 -1.58407 2.84997  -0.180
24 C -0.96855 -2.95689 3.02619  -0.067
25 C -2.16112 -3.59871 2.73504  -0.032
26 C -3.26281 -2.86377 2.31431  -0.040
27 C -3.16479 -1.49669 2.13306  -0.083
28 P -2.45708 0.99216 -0.44450  0.937
29 C -3.42352 -0.53342 -0.80372  -0.373
30 C -4.81412 -0.49810 -0.87249  -0.077
31 C -5.52817 -1.66869 -1.05988  -0.048
32 C -4.85865 -2.88118 -1.19408  -0.051
33 C -3.47650 -2.92804 -1.12758  -0.057
34 C -2.76404 -1.75667 -0.92734  -0.150
35 C -3.23738 2.14741 -1.59584  -0.357
36 C -3.07097 1.83470 -2.94669  -0.089
37 C -3.64346 2.63977 -3.91372  -0.052
38 C -4.37276 3.76169 -3.53928  -0.053
39 C -4.52018 4.08054 -2.19853  -0.061
40 C -3.94415 3.28187 -1.22115  -0.082
41 H -3.43817 2.29196 1.24891  0.031
42 H -4.53514 2.11363 3.06209  0.093
43 H -5.58700 2.46407 5.25159  0.112
44 H -4.39574 1.85310 7.32353  0.113
45 H -2.11077 0.91641 7.20491  0.114
46 H -1.02577 0.59025 5.01358  0.105
47 H 0.04124 -1.08092 3.18469  0.095
48 H -0.12544 -3.51755 3.40838  0.123
49 H -2.23705 -4.67122 2.85338  0.123
50 H -4.20831 -3.35813 2.13438  0.120
51 H -4.03724 -0.92197 1.85228  0.111
52 H -5.32673 0.45176 -0.77451  0.116
53 H -6.60859 -1.63696 -1.11070  0.115
54 H -5.42034 -3.79149 -1.35635  0.116
55 H -2.94853 -3.86737 -1.22936  0.120
56 H -1.67493 -1.81429 -0.91421  0.025
57 H -2.49952 0.95809 -3.23305  0.110
58 H -3.52009 2.39621 -4.96030  0.117
59 H -4.82201 4.39260 -4.29415  0.115
60 H -5.07982 4.95913 -1.90694  0.114
61 H -4.06069 3.55710 -0.17997  0.096
62 S 1.25532 1.58191 -3.36433  0.775
63 C 0.64688 0.55724 -2.36443  -0.953
64 N 0.12802 -0.24219 -1.62183  -0.163

## Properties
LUMO: -4.383 eV
frontier orbital gap: 0.2740 Eh
multiplicity: 1
energy above the lowest of the compared OMol25 structures with the same formula, charge and spin: 151.2 kJ/mol
charge: +1

# 6
Molecular formula: C5H4O
Method: DFT, ωB97M-V/def2-TZVPD

Each line ends with the Löwdin charge.
Element x y z (Å)
1 C 2.83048 0.93860 0.55979  0.179
2 C 2.23027 0.69748 -0.44278  -0.078
3 C 1.00456 0.17931 -0.17104  -0.144
4 C -0.09060 -0.29309 -0.10724  0.005
5 C -1.43788 -0.77480 -0.08842  -0.321
6 O -2.43491 -0.02983 -0.71964  -0.050
7 H 3.45085 1.18435 1.38086  0.061
8 H -1.49882 -1.74388 -0.60126  0.127
9 H -1.73907 -0.98679 0.95464  0.121
10 H -2.30276 0.86700 -0.35905  0.099

## Properties
LUMO: 0.318 eV
SMILES: C#CC#CCO
frontier orbital gap: 0.3428 Eh
multiplicity: 1
energy above the lowest of the compared OMol25 structures with the same formula, charge and spin: 421.9 kJ/mol

# 7
Molecular formula: C4H24NO8
Method: DFT, ωB97M-V/def2-TZVPD

Each line ends with the Löwdin charge.
Element x y z (Å)
1 C 2.85018 -1.33993 -1.65312  -0.105
2 C 1.47570 -2.06914 -1.36501  -0.279
3 N 1.31751 -2.25768 0.10057  -0.085
4 C -0.08113 -2.55380 0.54501  -0.207
5 C -0.90816 -1.24896 0.56866  -0.330
6 O -0.35970 -0.15936 1.20780  -0.323
7 H 2.90289 -1.01916 -2.70654  0.067
8 H 2.93824 -0.40748 -1.06731  0.041
9 H 3.62210 -1.89870 -1.15984  0.048
10 H 1.44382 -3.13036 -1.75121  0.107
11 H 0.68635 -1.45541 -1.87692  0.093
12 H 1.61440 -1.42115 0.60927  0.078
13 H -0.58411 -3.30616 -0.09511  0.106
14 H -0.03319 -3.08531 1.53291  0.108
15 H -1.93377 -1.37925 0.94729  0.102
16 H -1.10268 -0.97422 -0.59378  0.124
17 H -1.07731 1.22756 0.89478  0.032
18 H -2.29218 1.61942 0.02507  -0.007
19 O -1.69315 2.00577 0.64379  -0.097
20 H 0.83276 0.27875 2.48273  -0.012
21 H 1.43625 1.28764 3.34505  0.031
22 O 1.68882 0.49179 2.87682  -0.065
23 H -3.13202 -0.10944 -1.41804  0.012
24 H -2.10735 0.92519 -1.86141  0.011
25 O -3.06927 0.82898 -1.54555  -0.102
26 H -0.46332 2.96872 -0.02704  0.028
27 H 0.89867 2.63082 -0.70918  -0.003
28 O 0.14798 3.22336 -0.77829  -0.110
29 H 0.05202 1.12984 -1.99166  0.008
30 H -0.56858 2.47136 -2.07710  0.075
31 O -0.66715 1.51327 -2.49019  -0.114
32 H -2.07213 0.26096 2.89575  0.026
33 H -2.88183 1.37807 2.20388  0.018
34 O -2.95994 0.69502 2.91517  -0.113
35 H 0.69565 0.42834 0.59546  0.028
36 H 1.85383 1.47304 0.75624  -0.006
37 O 1.52979 0.97762 0.02104  -0.188

## Properties
LUMO: 3.339 eV
frontier orbital gap: 0.3254 Eh
multiplicity: 1
energy above the lowest of the compared OMol25 structures with the same formula, charge and spin: 128.4 kJ/mol
charge: -1

# 8
Molecular formula: C4H4ClN
Method: DFT, ωB97M-V/def2-TZVPD

Each line ends with the Löwdin charge.
Element x y z (Å)
1 C -0.77463 -1.72124 -0.63485  -0.291
2 C -0.56981 2.48024 -0.28596  -0.458
3 C 0.17158 -0.89492 0.00511  -0.388
4 C 1.23905 -1.21416 0.66646  -0.006
5 N -1.56210 -2.35516 -1.15715  0.155
6 Cl 0.12891 1.06391 -0.79059  0.845
7 H -1.66120 2.62014 -0.52344  0.018
8 H -0.32873 2.82093 0.70808  -0.009
9 H 1.49469 -2.21912 0.69574  0.050
10 H 1.86226 -0.58062 1.31660  0.083

## Properties
LUMO (spin up / spin down): -0.673 / -0.573 eV
frontier orbital gap (spin up / spin down): 0.2802 / 0.3006 Eh
multiplicity: 1
energy above the lowest of the compared OMol25 structures with the same formula, charge and spin: 533.6 kJ/mol

- Among the records above, which one has the lowest energy above the lowest of the compared OMol25 structures with the same formula, charge and spin?
  C4H12NO2

- multiplicity of number 7 (C4H24NO8)?
  1